A single C8H11NOS molecule at a distorted geometry. Source: OMol25; level of theory: wB97M-V/def2-TZVPD.

```
22
C8H11NOS | OMol25 | wB97M-V/def2-TZVPD
C 3.253 -0.084 0.380
C 2.729 -1.367 0.267
C 2.415 1.041 0.438
C 1.380 -1.507 -0.106
C 1.033 0.860 0.207
C 0.525 -0.413 -0.097
C -2.343 1.331 -0.843
C -1.951 0.267 0.223
N -0.733 -0.573 -0.572
O -1.677 0.663 1.474
S -3.339 -0.946 0.318
H 4.275 -0.034 0.432
H 3.525 -2.058 0.201
H 2.770 2.006 0.524
H 0.921 -2.523 -0.401
H 0.280 1.619 0.129
H -2.888 2.063 -0.316
H -1.547 2.037 -1.099
H -2.719 0.920 -1.798
H -0.858 -1.584 -0.687
H -2.014 -0.015 2.112
H -3.035 -1.704 -0.784
```

Output
**Net charge**: 0
**Structure (SMILES)**: C[C@@](O)(S)Nc1ccccc1
**E_HOMO**: -7.77 eV
**E_tot**: -839.5522 a.u.
**Maximum force**: 0.100 Eh/bohr
**Gap between HOMO and LUMO**: 8.30 eV